*i*
Below is one molecule with the formula C6H8N2O2, with properties calculated with ωB97M-V/def2-TZVPD.

## Properties
Net charge: 0
Frontier orbital gap, Ha: 0.3252
LUMO, eV: 0.169

Cartesian coordinates (Å):
C  -1.17121  -0.90653  -1.00680
C  0.63052  -1.61702  1.58595
C  -1.82033  1.33139  -0.05268
C  0.24909  -0.37591  -1.24343
C  1.74995  -1.14923  0.87283
C  1.18603  0.07650  -0.01236
N  -1.98531  0.00505  -0.47364
N  -0.30942  -2.10681  2.00924
O  -2.73622  1.89462  0.55043
O  -0.67894  1.98475  -0.35305
H  0.81800  -1.17767  -1.74440
H  0.12114  0.49364  -1.88153
H  2.51079  -0.63099  1.35134
H  2.30569  -1.84768  0.24010
H  2.07817  0.73260  -0.39406
H  0.63599  0.82582  0.67780
H  -2.85652  -0.36613  -0.20085
H  -0.72742  2.83360  0.07513

Löwdin population analysis, charges in e, atoms 1 to 8:
1. C 0.0086
2. C -0.2650
3. C -0.5064
4. C -0.2114
5. C -0.1712
6. C -0.1682
7. N 0.0683
8. N 0.1742



*ii*
Below is a 2-piece molecular cluster, C6H8N2O2 overall, with properties calculated with ωB97M-V/def2-TZVPD.

## Properties
Net charge: 0
Frontier orbital gap, Ha: 0.3553
SMILES: O=c1cc[nH]c(=O)[nH]1.C=C
LUMO, eV: -0.049

Cartesian coordinates (Å):
C  0.68532  -1.27961  -0.27518
C  0.77827  -1.00004  1.04052
C  -0.14928  -0.37899  1.73885
C  -1.51043  -0.07707  -0.26522
C  0.65133  2.33243  -0.26592
C  1.94893  1.91275  -0.13208
H  -0.52751  -0.72404  -1.94413
H  1.70363  -1.33224  1.50768
H  -0.00643  -0.31363  2.82222
H  -2.18818  0.49324  1.62000
H  0.06134  2.36413  -1.19658
H  0.47741  3.10685  0.39720
H  2.32170  1.23312  -0.80240
H  2.38111  2.14303  0.94395
N  -0.56119  -0.86680  -0.82531
N  -1.41137  -0.04260  1.07805
O  1.66551  -1.74605  -1.01027
O  -2.27051  0.53836  -1.01010

Löwdin population analysis, charges in e, atoms 1 to 8:
1. C -0.4223
2. C -0.0840
3. C -0.0106
4. C -0.6110
5. C -0.0776
6. C -0.0432
7. H 0.2381
8. H 0.1391



*iii*
Below is a 2-piece molecular cluster, C6H8N2O2 overall, with properties calculated with ωB97M-V/def2-TZVPD.

## Properties
Net charge: 0
Frontier orbital gap, Ha: 0.3629
SMILES: CCC#C[N+](=O)[O-].CC#N
LUMO, eV: -0.552

Cartesian coordinates (Å):
C  0.39264  1.51302  -0.28301
C  1.39025  0.83368  -0.09669
C  -0.98308  -2.64552  -0.90670
C  -0.13048  -3.78094  -0.69644
C  -0.88100  2.90430  1.10238
C  -0.86018  2.30401  -0.25487
N  -1.76986  -1.81835  -0.85725
N  2.28289  -0.18692  0.23547
O  1.86079  -1.05905  0.97752
O  3.41834  -0.03265  -0.15627
H  0.77045  -3.30975  -0.28005
H  0.05853  -4.28956  -1.63163
H  -0.55828  -4.39719  0.01881
H  -1.90826  3.49286  1.14425
H  0.07805  3.51350  1.29497
H  -0.75996  2.10900  1.95134
H  -0.76016  3.17779  -0.87432
H  -1.64069  1.67176  -0.68751

Löwdin population analysis, charges in e, atoms 1 to 8:
1. C 0.0293
2. C 0.0611
3. C -0.2983
4. C -0.0567
5. C -0.1464
6. C -0.2733
7. N 0.1317
8. N -0.4133



*iv*
Below is one molecule with the formula C6H8N2O2, with properties calculated with ωB97M-V/def2-TZVPD.

## Properties
Net charge: 0
Frontier orbital gap, Ha: 0.3340
SMILES: [O-][n+]1onc2c1CCCC2
LUMO, eV: 0.216

Cartesian coordinates (Å):
O  0.16809  1.53517  -3.03226
N  0.32499  2.59185  0.20885
O  0.28353  2.90631  -1.20760
C  -0.08534  1.26508  0.25751
C  -0.06586  0.69201  -0.95717
N  0.10410  1.64802  -1.79171
C  -0.25143  0.48369  1.55813
C  -0.16729  -0.75458  -1.17148
C  -0.06079  -1.11029  1.43085
C  0.35445  -1.57569  0.03139
H  -1.12009  0.65664  2.20677
H  0.53069  0.89777  2.12906
H  0.21781  -1.11746  -2.07858
H  -1.23227  -0.87465  -1.18028
H  0.55280  -1.49117  2.18262
H  -1.05490  -1.56220  1.65224
H  1.40647  -1.57709  -0.12226
H  0.09506  -2.61338  -0.11608

Löwdin population analysis, charges in e, atoms 1 to 8:
1. O 0.0164
2. N 0.1476
3. O 0.0464
4. C -0.1900
5. C -0.2127
6. N -0.2084
7. C -0.0676
8. C -0.0767



Most stable = *ii*



*i*
Below is C51H35F3IN7O9SSbZr as an isolated structure, with properties calculated with ωB97M-V/def2-TZVPD.

## Properties
Net charge: -1
Frontier orbital gap, Ha: 0.1718
LUMO, eV: 0.591

Cartesian coordinates (Å):
Zr  -0.20145  0.15448  0.42974
C  2.03889  -1.05020  -3.69870
C  3.26708  -1.23652  -3.05706
C  3.29673  -1.52485  -1.71468
C  2.12360  -1.66573  -0.94893
C  0.85702  -1.50278  -1.60579
C  0.87326  -1.16897  -2.99216
C  2.23594  -1.91194  0.47388
C  3.42574  -2.53225  0.95856
C  3.64940  -2.69132  2.28609
C  2.66497  -2.25810  3.20486
C  2.84496  -2.34451  4.59547
C  1.84141  -1.98595  5.45545
C  0.60507  -1.58945  4.93527
C  0.40450  -1.48938  3.58200
C  1.44712  -1.75330  2.66491
N  1.25260  -1.55869  1.32589
H  2.01116  -0.80859  -4.75068
H  4.18568  -1.13945  -3.61506
H  4.26077  -1.60080  -1.23738
H  -0.07464  -1.10801  -3.51594
H  4.14250  -2.90419  0.24755
H  4.55230  -3.15837  2.65414
H  3.79017  -2.70803  4.97359
H  1.98968  -2.02618  6.52343
H  -0.20845  -1.36871  5.61149
H  -0.56032  -1.17967  3.21142
N  -3.84797  4.17664  5.88432
C  -3.55308  3.71519  4.62819
C  -2.36647  4.09670  3.99251
C  -2.05485  3.59664  2.74595
C  -2.92624  2.72791  2.10659
C  -4.15799  2.43394  2.66806
C  -4.46013  2.91442  3.92434
S  -2.38671  2.04133  0.56182
O  -3.18349  2.53607  -0.52391
O  -0.95141  2.37489  0.45316
N  -2.31103  0.43458  0.46505
C  -2.80554  -0.46499  1.32477
N  -3.98012  -0.29203  1.93259
C  -4.42537  -1.28315  2.67667
C  -3.74383  -2.48147  2.82431
C  -2.51313  -2.55396  2.19167
N  -2.02532  -1.56234  1.46355
H  -3.05163  4.45771  6.43435
H  -4.52865  3.63937  6.39705
H  -1.67761  4.74975  4.50636
H  -1.12755  3.85850  2.25814
H  -4.84692  1.80152  2.13581
H  -5.40215  2.65888  4.38470
H  -5.37259  -1.10428  3.16610
H  -4.13647  -3.29608  3.40704
H  -1.87432  -3.42369  2.28788
O  1.66102  3.15094  -0.00659
C  1.58295  2.17394  0.71495
O  1.56613  0.95639  0.26743
C  1.48662  2.34840  2.21220
C  2.25270  3.28131  2.87703
C  2.01103  3.56298  4.22731
C  0.93006  2.98855  4.88512
C  0.13196  2.05804  4.22524
C  0.42759  1.66092  2.88323
O  -0.27230  0.75839  2.30409
N  -1.02284  1.56523  4.86202
O  -1.28814  1.99622  5.99055
O  -1.75633  0.76012  4.27747
N  2.84461  4.48313  4.92423
O  2.48911  4.85989  6.03233
O  3.87868  4.84610  4.38406
H  3.03809  3.81034  2.35491
H  0.69629  3.26845  5.90105
F  -2.63075  0.20590  -7.97273
C  -2.17200  0.53099  -6.73997
C  -0.94203  1.15141  -6.63127
C  -0.47980  1.49508  -5.37378
C  -1.23369  1.23914  -4.24112
C  -2.45656  0.59370  -4.38344
C  -2.93919  0.23479  -5.63018
Sb  -0.55249  1.68136  -2.20261
C  1.30511  2.56650  -2.90608
C  2.51614  1.96980  -2.59448
C  3.70358  2.48828  -3.08049
C  3.65975  3.62229  -3.86711
F  4.81598  4.12993  -4.36185
C  2.47019  4.25718  -4.16772
C  1.29229  3.71775  -3.68384
C  -1.43755  3.66624  -2.27531
C  -2.51044  3.96611  -3.10409
C  -3.05755  5.23792  -3.11964
C  -2.52445  6.20030  -2.28387
F  -3.05623  7.45008  -2.29844
C  -1.45955  5.92877  -1.44580
C  -0.91273  4.65682  -1.45163
H  -0.35864  1.35109  -7.51697
H  0.48287  1.96783  -5.26959
H  -3.04180  0.35974  -3.50102
H  -3.87606  -0.28649  -5.74505
H  2.54030  1.10550  -1.94533
H  4.65270  2.03036  -2.85208
H  2.47212  5.15466  -4.76610
H  0.34980  4.19603  -3.91706
H  -2.92608  3.19626  -3.74051
H  -3.88605  5.48823  -3.76567
H  -1.07482  6.70582  -0.80371
H  -0.06700  4.43331  -0.81471
I  -2.71658  -3.04157  -3.72239
C  -0.39148  -1.68635  -0.95306
H  -0.42351  -2.46507  -0.18711
H  -1.23977  -1.73775  -1.64018

Löwdin population analysis, charges in e, atoms 1 to 8:
1. Zr 1.6469
2. C -0.0686
3. C -0.1002
4. C -0.0508
5. C -0.1458
6. C -0.3021
7. C -0.0856
8. C -0.1848



*ii*
Below is C51H35F3IN7O9SSbZr as an isolated structure, with properties calculated with ωB97M-V/def2-TZVPD.

## Properties
Net charge: -1
Frontier orbital gap, Ha: 0.2362
LUMO, eV: 1.386

Cartesian coordinates (Å):
Zr  0.08943  0.40914  0.93479
C  -0.29755  -4.11123  2.80152
C  -1.19481  -3.65613  3.77076
C  -1.10897  -2.34604  4.17858
C  -0.16708  -1.46542  3.61920
C  0.71396  -1.90373  2.62059
C  0.63298  -3.25816  2.25725
C  -0.17062  -0.06500  4.09713
C  -0.33195  0.14628  5.49185
C  -0.34379  1.40000  5.99955
C  -0.24958  2.50375  5.12863
C  -0.28536  3.83504  5.60566
C  -0.23842  4.88445  4.73678
C  -0.19218  4.62923  3.35097
C  -0.15474  3.35280  2.87594
C  -0.13720  2.24466  3.74945
N  -0.03845  0.95195  3.25469
H  -0.33720  -5.14170  2.46574
H  -1.95321  -4.31355  4.17649
H  -1.80938  -1.97174  4.91743
H  1.32437  -3.62046  1.50780
H  -0.38910  -0.71805  6.13705
H  -0.43129  1.56931  7.06719
H  -0.36819  4.00061  6.67507
H  -0.26660  5.90385  5.10061
H  -0.22222  5.44976  2.64232
H  -0.20429  3.20223  1.81257
N  2.89712  2.99191  -6.21932
C  2.33998  2.91542  -4.95640
C  3.02346  3.43042  -3.84889
C  2.48747  3.33549  -2.58584
C  1.26214  2.69405  -2.41167
C  0.57459  2.16796  -3.49723
C  1.11235  2.28252  -4.76403
S  0.47586  2.68351  -0.85406
O  -0.56738  1.62914  -0.91576
O  0.01447  4.00640  -0.55318
N  1.38045  2.03971  0.30138
C  2.36834  2.74064  0.99840
N  2.88565  3.84728  0.47856
C  3.84190  4.44329  1.18682
C  4.29131  3.95387  2.39542
C  3.65854  2.80786  2.85061
N  2.69693  2.20666  2.17075
H  3.64158  3.64679  -6.36959
H  2.30374  2.81522  -7.00810
H  3.99172  3.89833  -3.99226
H  3.00899  3.72675  -1.72597
H  -0.37830  1.67153  -3.34623
H  0.59424  1.85181  -5.61313
H  4.25792  5.34914  0.75513
H  5.08774  4.42889  2.94957
H  3.92209  2.35972  3.80433
O  -2.43062  -2.94872  0.44648
C  -2.16319  -1.81018  0.75343
O  -0.96973  -1.27899  0.60152
C  -3.22048  -0.90922  1.31866
C  -4.44248  -1.49062  1.56219
C  -5.50243  -0.73126  2.01707
C  -5.35955  0.62285  2.21562
C  -4.13642  1.21760  1.99586
C  -3.00024  0.48155  1.54057
O  -1.85963  1.04243  1.30531
N  -4.08484  2.66421  2.26880
O  -5.13372  3.28994  2.18626
O  -3.01538  3.17325  2.52779
N  -6.79146  -1.36772  2.29412
O  -6.86081  -2.57823  2.18606
O  -7.71167  -0.66270  2.67305
H  -4.55640  -2.54925  1.37723
H  -6.19076  1.21939  2.55555
F  2.74132  -1.11133  -7.69109
C  2.35933  -1.07085  -6.39062
C  1.02254  -0.93791  -6.09339
C  0.64265  -0.89784  -4.75511
C  1.57610  -0.99706  -3.71957
C  2.91744  -1.11840  -4.07487
C  3.31776  -1.15769  -5.40734
Sb  0.87237  -1.01066  -1.64092
C  -1.12959  -1.61916  -2.40148
C  -2.25483  -0.83653  -2.13301
C  -3.53272  -1.21596  -2.54106
C  -3.67278  -2.39720  -3.23138
F  -4.90463  -2.78427  -3.63386
C  -2.59216  -3.19914  -3.53472
C  -1.33131  -2.79838  -3.11594
C  1.43759  -3.06348  -1.29030
C  2.75113  -3.50958  -1.41823
C  3.08551  -4.83814  -1.17665
C  2.08729  -5.71203  -0.80169
F  2.40777  -7.00760  -0.56952
C  0.77845  -5.31096  -0.64694
C  0.46025  -3.97717  -0.88700
H  0.29335  -0.86274  -6.89146
H  -0.40600  -0.77782  -4.53207
H  3.68055  -1.15952  -3.31007
H  4.36319  -1.24785  -5.67543
H  -2.15977  0.09690  -1.59766
H  -4.40376  -0.61142  -2.31810
H  -2.74450  -4.12034  -4.08553
H  -0.48231  -3.42591  -3.36336
H  3.53970  -2.81807  -1.69129
H  4.10585  -5.18989  -1.26857
H  0.02390  -6.02148  -0.33004
H  -0.56170  -3.65905  -0.71891
I  3.95237  -0.02803  -0.92766
C  1.64537  -0.99773  1.93602
H  2.34819  -1.53590  1.31154
H  2.15442  -0.29031  2.58677

Löwdin population analysis, charges in e, atoms 1 to 8:
1. Zr 1.6563
2. C -0.0653
3. C -0.0870
4. C -0.0502
5. C -0.1540
6. C -0.2805
7. C -0.0370
8. C -0.1897



Most stable = *ii*